No. 1
2 unconnected molecules or ions with the total composition C3H11NS at a distorted geometry. Source: the OMol25 dataset; level of theory: ωB97M-V/def2-TZVPD.

Each line ends with the natural charge from an NBO analysis.
Geometry (Å):
C 0.69 -1.13 1.91  -0.62
C 0.83 -0.78 0.43  -0.22
N 0.98 0.67 0.21  -0.79
H 0.75 -2.21 2.06  0.22
H 1.51 -0.71 2.50  0.21
H -0.26 -0.82 2.35  0.21
H 1.72 -1.23 0.00  0.20
H -0.05 -1.14 -0.09  0.21
H 0.27 1.19 0.71  0.38
H 1.88 1.05 0.41  0.39
C -1.90 0.82 -1.80  -0.72
S -0.21 1.20 -2.45  -0.31
H -2.17 1.46 -0.96  0.19
H -2.58 1.00 -2.64  0.22
H -1.98 -0.24 -1.53  0.19
H 0.52 0.88 -1.12  0.25

energy = -573.80326 Ha
relative energy (zero: lowest compared OMol25 entry of this formula, charge and spin) = 17.7 kcal/mol
maximum force = 1.57 eV/Å
HOMO = -7.64 eV
LUMO energy = 0.7 eV
SMILES = CCN.CS
HOMO-LUMO gap = 8.351 eV


No. 2
2 unconnected molecules or ions with the total composition C3H11NS2 at a distorted geometry. Source: the OMol25 dataset; level of theory: ωB97M-V/def2-TZVPD.

Each line ends with the natural charge from an NBO analysis.
Geometry (Å):
C -2.79 -1.14 2.00  -0.43
N -1.66 -0.76 1.13  -0.65
C -0.86 -1.88 0.67  -0.41
H -3.27 -0.20 2.29  0.21
H -2.44 -1.43 2.99  0.20
H -3.35 -1.85 1.39  0.18
H -1.81 -0.11 0.37  0.37
H -0.72 -2.57 1.53  0.18
H -1.34 -2.46 -0.12  0.16
H 0.13 -1.55 0.36  0.19
C 1.87 0.63 0.97  -0.73
S 0.67 1.26 -0.28  0.04
S 1.17 0.45 -2.14  -0.15
H 2.92 0.57 0.59  0.23
H 1.82 1.11 1.94  0.25
H 1.54 -0.40 1.02  0.22
H 0.27 1.24 -2.72  0.14

energy = -971.96547 Ha
relative energy (zero: lowest compared OMol25 entry of this formula, charge and spin) = 33.0 kcal/mol
maximum force = 2.72 eV/Å
HOMO = -7.95 eV
LUMO energy = 0.6 eV
SMILES = CNC.CSS
HOMO-LUMO gap = 8.514 eV